A | The molecule C7H13NSi, computed with the ωB97M-V functional and the def2-TZVPD basis.

Last column: Löwdin charge in e.
Element x y z (Å)
C1 2.5317 -1.0621 1.5836  -0.110
C2 1.3676 -1.3917 2.3183  -0.109
C3 2.0837 -0.2264 0.5945  -0.143
C4 0.2919 -0.8456 1.6524  -0.224
N1 0.6588 -0.0969 0.6296  -0.119
C5 -1.9453 -0.8266 -0.5364  -0.167
C6 0.2160 0.5562 -2.2642  -0.149
C7 -1.3456 1.9993 -0.2545  -0.167
Si1 -0.5464 0.4755 -0.6025  0.468
H1 3.5676 -1.2782 1.7901  0.093
H2 1.3857 -1.9813 3.2336  0.092
H3 2.7370 0.4571 0.0084  0.109
H4 -0.7489 -1.1501 1.8331  0.114
H5 -1.6098 -1.8267 -0.4862  0.018
H6 -2.7557 -0.5369 0.1470  0.040
H7 -2.4888 -0.7332 -1.4669  0.028
H8 1.3200 0.6712 -2.0730  0.048
H9 -0.1280 -0.4326 -2.5644  0.034
H10 -0.0312 1.4007 -2.8588  0.021
H11 -1.2330 2.6148 -1.1165  0.022
H12 -0.9732 2.5768 0.6497  0.080
H13 -2.3542 1.6367 -0.2170  0.021

Results
- structure (SMILES) = C[Si](C)(C)n1cccc1
- gap between HOMO and LUMO (eV) = 8.8
- E_HOMO (eV) = -7.93


B | A cluster of 2 separate species, C7H13NSi in total, computed with the ωB97M-V functional and the def2-TZVPD basis.

Last column: Löwdin charge in e.
Element x y z (Å)
C1 1.9879 1.1850 0.5446  -0.353
C2 2.4557 -1.5171 -0.6216  0.014
C3 1.4919 -1.2513 0.2335  -0.238
C4 -2.0366 -0.6825 0.9287  -0.172
C5 -1.2580 2.1066 0.2798  -0.169
C6 -0.5204 -0.3011 -1.8137  -0.162
C7 1.0117 0.1688 0.5246  -0.336
N1 2.8444 1.9722 0.4830  0.140
Si1 -0.8830 0.2993 -0.0642  0.543
H1 2.6759 -2.5502 -0.7532  0.057
H2 2.9496 -0.7132 -1.1169  0.068
H3 0.9318 -1.9217 0.8986  0.107
H4 -2.2435 -1.7100 0.8489  0.024
H5 -1.8640 -0.6515 1.9527  0.018
H6 -3.0691 -0.4174 0.6403  0.063
H7 -1.5345 1.9257 1.3543  0.044
H8 -0.5878 2.9652 0.1994  0.043
H9 -2.1488 2.3875 -0.1992  0.000
H10 0.5462 -0.3370 -2.0353  0.020
H11 -0.6401 -1.3662 -1.6370  0.028
H12 -0.9657 0.0226 -2.7299  0.022
H13 0.8564 0.3863 2.0825  0.240

Results
- gap between HOMO and LUMO (eV) = 9.6
- E_HOMO (eV) = -9.28


A comes first in stability; the runner-up is 306.0 kJ/mol higher.


A | The molecule C5H5NS, computed with the ωB97M-V functional and the def2-TZVPD basis.

Last column: Löwdin charge in e.
Element x y z (Å)
C1 -0.5478 1.0362 -1.3697  -0.251
C2 0.6411 -1.1822 -0.8680  -0.159
C3 -0.6618 1.8556 1.1628  -0.344
C4 0.0036 -0.0408 -1.0366  -0.037
C5 0.8018 -1.6561 0.4604  -0.127
N1 -1.2942 2.0453 -1.3858  -0.310
S1 -1.6504 2.6833 0.1006  0.825
H1 0.9321 -1.7986 -1.7202  0.119
H2 -0.8560 2.4678 2.1857  -0.016
H3 0.0093 -2.4659 0.8668  0.143
H4 1.8264 -2.1423 0.4754  0.097
H5 0.7959 -0.8025 1.1286  0.060

Results
- gap between HOMO and LUMO (eV) = 8.0
- E_HOMO (eV) = -8.91


B | The molecule C5H5NS, computed with the ωB97M-V functional and the def2-TZVPD basis.

Last column: Löwdin charge in e.
Element x y z (Å)
C1 -0.4384 -0.2713 -0.0721  -0.444
C2 0.7687 -1.1821 -0.2953  -0.131
C3 1.9146 -0.6491 0.1488  -0.023
C4 -0.1203 1.1409 0.0589  -0.172
C5 0.1234 2.3354 -0.2339  0.093
H1 -3.8733 -1.0897 0.3757  -0.046
H2 0.6283 -2.3835 -0.3800  0.154
H3 3.0220 -1.0158 0.1071  0.095
H4 1.8396 0.4427 0.4379  0.050
H5 0.7668 3.4384 -0.0174  0.148
N1 -1.6372 -0.8434 -0.1018  -0.412
S1 -2.9943 0.0774 -0.0279  0.687

Results
- structure (SMILES) = C#C/C(C=C)=N\S
- gap between HOMO and LUMO (eV) = 8.2
- E_HOMO (eV) = -8.43


B comes first in stability; the runner-up is 60.9 kJ/mol higher.


A | The ion C7H14FN2 with charge +1, computed with the ωB97M-V functional and the def2-TZVPD basis.

Last column: Löwdin charge in e.
Element x y z (Å)
C1 -1.5698 -1.4266 0.1127  0.007
C2 -0.3791 -1.4580 -0.1511  -0.076
C3 1.5369 0.4083 1.5541  -0.008
C4 -2.9718 -1.1337 0.2362  -0.145
C5 0.9822 -1.4001 -0.4488  -0.089
C6 -3.3358 0.2950 -0.3601  -0.179
C7 1.5559 0.1635 0.0674  -0.468
N1 2.8123 0.3240 -0.5473  0.099
N2 0.5883 1.0233 -0.7677  0.261
F1 -2.2861 1.1500 -0.2562  -0.058
H1 0.7029 0.9195 2.0569  0.095
H2 1.5789 -0.5637 2.1175  0.116
H3 2.4155 0.9568 1.8539  0.082
H4 -3.6444 -1.8148 -0.2601  0.118
H5 -3.2354 -1.1501 1.3249  0.134
H6 1.2319 -1.3327 -1.5709  0.154
H7 1.5631 -2.0749 0.1385  0.113
H8 -3.3436 0.1904 -1.4268  0.108
H9 -4.3479 0.6560 -0.0283  0.144
H10 3.4990 -0.2255 -0.1913  0.068
H11 3.1945 1.2353 -0.5756  0.094
H12 -0.1190 1.4381 -0.1573  0.146
H13 0.0855 0.4060 -1.4386  0.168
H14 0.9797 1.8259 -1.0735  0.116

Results
- structure (SMILES) = C[C@](N)([NH3+])CC#CCCF
- gap between HOMO and LUMO (eV) = 10.2
- E_HOMO (eV) = -13.23
- net charge = +1


B | The ion C7H14FN2 with charge +1, computed with the ωB97M-V functional and the def2-TZVPD basis.

Last column: Löwdin charge in e.
Element x y z (Å)
C1 1.6163 -1.3431 0.9418  0.109
C2 -0.9514 -0.6668 -0.2289  -0.057
C3 1.2780 -0.1142 0.6011  -0.236
C4 3.5429 1.1103 0.8304  -0.017
C5 -3.2617 -1.2447 -0.8737  0.002
C6 -2.6683 1.0001 -0.4249  -0.017
C7 2.3831 0.6586 -0.0774  -0.359
N1 -2.1835 -0.3486 -0.4353  -0.159
N2 -0.0338 0.2237 0.1032  0.124
F1 2.9193 -0.2389 -0.9701  -0.007
H1 1.0133 -2.0420 1.5145  0.091
H2 2.7282 -1.4963 1.0322  0.118
H3 -0.6162 -1.7002 -0.3191  0.179
H4 3.4281 0.8019 1.9029  0.102
H5 3.7422 2.2305 0.7189  0.110
H6 4.4041 0.7076 0.4047  0.057
H7 -4.2286 -0.8091 -0.5434  0.103
H8 -3.2995 -1.2264 -1.9514  0.104
H9 -3.2216 -2.2648 -0.4734  0.111
H10 -3.7912 1.0896 -0.4194  0.125
H11 -2.1938 1.3775 0.4769  0.100
H12 -2.3437 1.5569 -1.3150  0.121
H13 1.9773 1.5331 -0.6540  0.154
H14 -0.2395 1.2058 0.1594  0.143

Results
- structure (SMILES) = C=C(/[NH+]=C/N(C)C)[C@@H](C)F
- gap between HOMO and LUMO (eV) = 9.8
- E_HOMO (eV) = -13.51
- net charge = +1


B comes first in stability; the runner-up is 113.5 kJ/mol higher.


A | The molecule C9H12O3, computed with the ωB97M-V functional and the def2-TZVPD basis.

Last column: Löwdin charge in e.
Element x y z (Å)
O1 2.6201 1.7630 0.5815  -0.057
H1 1.9430 1.9942 -0.0638  0.066
C1 2.3359 0.4765 1.0720  -0.275
C2 2.4601 -0.6231 0.0122  -0.174
H2 2.2842 -1.5815 0.5025  0.108
H3 3.4774 -0.6208 -0.3832  0.113
C3 1.4745 -0.4478 -1.1532  -0.159
C4 0.0516 -0.3418 -0.6795  -0.253
C5 -0.5864 -1.4394 -0.1192  -0.048
C6 -1.8854 -1.3397 0.3492  -0.016
C7 -2.5662 -0.1397 0.2625  -0.252
C8 -1.9396 0.9751 -0.3071  -0.249
C9 -0.6387 0.8601 -0.7696  0.032
H4 -0.1867 1.7338 -1.2144  0.126
O2 -2.5944 2.1600 -0.4072  0.081
H5 -3.4787 2.0420 -0.0341  0.105
O3 -3.8577 0.0316 0.7076  0.051
H6 -4.1801 -0.7985 1.0731  0.109
H7 -2.3750 -2.2007 0.7844  0.115
H8 -0.0693 -2.3841 -0.0485  0.114
H9 1.5748 -1.3087 -1.8186  0.117
H10 1.7413 0.4430 -1.7253  0.111
H11 3.0661 0.2997 1.8657  0.118
H12 1.3292 0.4468 1.5131  0.117

Results
- structure (SMILES) = OCCCc1ccc(O)c(O)c1
- gap between HOMO and LUMO (eV) = 8.9
- E_HOMO (eV) = -8.34


B | The molecule C9H12O3, computed with the ωB97M-V functional and the def2-TZVPD basis.

Last column: Löwdin charge in e.
Element x y z (Å)
C1 -3.5595 -0.1189 0.6261  -0.120
C2 -2.4740 -0.5692 -0.3165  -0.194
C3 -1.3938 0.5346 -0.2890  -0.346
C4 -0.0366 0.2376 -0.3835  -0.053
C5 0.9381 1.2238 -0.2834  -0.185
C6 2.2485 0.9728 0.4647  -0.093
C7 2.8753 -0.3773 -0.0711  -0.166
C8 1.8343 -1.5188 0.1646  -0.096
C9 0.4145 -1.1821 -0.4368  -0.325
H1 -4.0161 0.7866 0.0604  0.106
H2 -3.0787 0.0992 1.6125  0.094
H3 -4.3916 -0.7541 0.7099  0.040
H4 -2.1588 -1.6857 -0.1839  0.128
H5 -2.7852 -0.4783 -1.3848  0.134
H6 1.4107 3.1244 -0.5805  0.107
H7 1.9587 0.8787 1.4499  0.098
H8 3.0774 1.7642 0.2547  0.152
H9 3.1714 -0.2397 -1.1039  0.108
H10 3.8243 -0.4691 0.5245  0.116
H11 2.0916 -2.5203 -0.3102  0.126
H12 1.5434 -1.7847 1.2649  0.155
O1 -1.9212 1.6835 -0.3807  0.025
O2 0.7108 2.5047 -0.5708  0.146
O3 -0.2835 -2.1120 -0.8370  0.043

Results
- structure (SMILES) = CCC(=O)C1=C(O)CCCC1=O
- gap between HOMO and LUMO (eV) = 8.8
- E_HOMO (eV) = -8.88


A comes first in stability; the runner-up is 221.0 kJ/mol higher.